The following is a DFT calculation (ωB97M-V/def2-TZVPD) of a 3-piece molecular cluster, C21H39ClF3N3O5P overall.

Last column: Mulliken charge in e.
Element x y z (Å)
O1 5.507 -4.512 2.841  -0.75
C1 5.787 -3.388 3.257  0.33
O2 6.488 -3.011 4.191  -0.67
C2 5.032 -2.232 2.495  0.00
N1 3.859 -1.910 3.323  -0.51
C3 2.854 -1.106 2.758  0.85
F1 2.824 0.162 3.285  -0.32
F2 1.610 -1.619 3.004  -0.32
F3 2.947 -0.975 1.412  -0.21
P1 6.022 -0.685 2.195  0.28
O3 6.152 -0.189 3.747  -0.52
Cl1 7.894 -1.465 1.788  -0.31
H1 4.755 -2.627 1.530  0.51
H2 4.217 -1.415 4.132  0.31
H3 6.141 0.770 3.725  0.34
C4 0.273 2.390 -4.455  -1.87
C5 1.601 1.786 -3.949  1.96
C6 1.431 0.298 -3.641  -1.61
C7 0.615 0.031 -2.377  -0.25
C8 1.191 0.791 -1.184  -0.82
C9 1.354 2.285 -1.444  1.61
N2 2.094 2.494 -2.727  0.55
O4 3.360 2.374 -2.580  -0.64
C10 -0.022 2.971 -1.468  -1.92
C11 2.142 2.925 -0.312  -1.92
C12 2.630 1.971 -5.054  -1.96
H4 0.217 2.306 -5.539  0.50
H5 -0.606 1.887 -4.056  0.30
H6 0.203 3.449 -4.207  0.31
H7 2.421 -0.154 -3.524  0.41
H8 0.965 -0.182 -4.504  0.38
H9 -0.435 0.298 -2.531  0.29
H10 0.626 -1.039 -2.160  0.53
H11 0.550 0.659 -0.313  0.02
H12 2.161 0.358 -0.925  0.45
H13 0.075 4.015 -1.772  0.38
H14 -0.450 2.947 -0.467  0.48
H15 -0.744 2.489 -2.121  0.26
H16 3.098 2.434 -0.149  0.44
H17 1.562 2.846 0.607  0.41
H18 2.327 3.982 -0.514  0.45
H19 2.791 3.030 -5.263  0.44
H20 2.259 1.492 -5.961  0.46
H21 3.587 1.523 -4.801  0.39
C13 -5.466 -0.560 2.384  -1.78
C14 -4.710 -0.056 1.136  1.92
C15 -5.074 -0.893 -0.090  -1.31
C16 -4.471 -2.297 -0.070  -0.55
C17 -2.959 -2.239 0.147  -1.07
C18 -2.556 -1.433 1.380  2.20
N3 -3.230 -0.097 1.341  0.32
O5 -2.618 0.729 0.575  -0.51
C19 -2.904 -2.205 2.662  -1.97
C20 -1.055 -1.215 1.397  -1.69
C21 -5.123 1.391 0.914  -1.98
H22 -6.419 -0.040 2.476  0.48
H23 -5.694 -1.624 2.347  0.31
H24 -4.900 -0.363 3.293  0.32
H25 -4.726 -0.373 -0.988  0.38
H26 -6.163 -0.948 -0.160  0.35
H27 -4.944 -2.909 0.702  0.33
H28 -4.682 -2.792 -1.020  0.40
H29 -2.550 -3.247 0.245  0.44
H30 -2.490 -1.794 -0.736  0.20
H31 -2.732 -1.585 3.542  0.37
H32 -2.255 -3.076 2.739  0.43
H33 -3.927 -2.571 2.695  0.38
H34 -0.701 -0.766 0.473  -0.25
H35 -0.544 -2.169 1.511  0.42
H36 -0.753 -0.577 2.227  0.54
H37 -4.837 2.012 1.764  0.45
H38 -6.206 1.434 0.805  0.48
H39 -4.675 1.812 0.018  0.34

## Properties
Net charge   -1
Multiplicity   3
⟨S²⟩   2.008
Lowest unoccupied orbital energy (alpha / beta)   0.0744 / 0.0706 Ha
Frontier orbital gap (alpha / beta)   6.47 / 6.36 eV

The following is a DFT calculation (ωB97M-V/def2-TZVPD) of an isolated molecule of C24H34N4O3S.

Last column: Mulliken charge in e.
Element x y z (Å)
C1 -4.189 -0.553 -3.837  -1.46
C2 -4.949 -0.788 -2.537  -0.40
C3 -3.992 -1.052 -1.375  -0.39
C4 -4.690 -1.283 -0.026  -1.15
N1 -4.682 -0.121 0.853  0.37
C5 -4.838 -0.511 2.251  -0.61
C6 -3.527 -0.990 2.869  -1.15
C7 -5.589 0.943 0.431  -0.88
C8 -4.875 2.098 -0.285  -0.40
C9 -3.747 2.691 0.557  -1.01
N2 -2.641 1.769 0.630  0.26
C10 -1.376 2.126 0.334  0.44
O1 -1.040 3.272 0.082  -0.74
C11 -0.387 1.034 0.349  0.46
C12 0.960 1.211 0.246  -1.49
C13 1.677 -0.009 0.279  1.24
C14 2.964 -0.616 0.235  0.12
C15 4.272 -0.002 0.129  -0.05
C16 4.438 1.375 0.114  -1.31
C17 5.705 1.928 0.020  -0.53
C18 6.828 1.122 -0.062  1.06
O2 8.111 1.567 -0.157  -0.44
C19 8.337 2.954 -0.170  -0.94
C20 6.669 -0.284 -0.048  0.73
O3 7.823 -1.005 -0.132  -0.44
C21 7.728 -2.406 -0.121  -0.92
C22 5.403 -0.823 0.047  -0.24
N3 2.829 -1.937 0.318  -0.77
N4 1.524 -2.229 0.416  0.68
C23 1.068 -3.582 0.522  -0.90
C24 0.802 -1.098 0.398  -0.89
S1 -0.856 -0.665 0.481  0.11
H1 -3.534 0.310 -3.746  0.31
H2 -3.579 -1.419 -4.085  0.34
H3 -4.880 -0.374 -4.658  0.41
H4 -5.572 0.082 -2.326  0.22
H5 -5.613 -1.648 -2.657  0.40
H6 -3.406 -1.941 -1.619  0.56
H7 -3.291 -0.225 -1.277  0.08
H8 -4.161 -2.079 0.499  0.43
H9 -5.722 -1.635 -0.204  0.56
H10 -5.606 -1.295 2.363  0.35
H11 -5.172 0.360 2.818  0.45
H12 -3.116 -1.839 2.330  0.26
H13 -2.791 -0.191 2.860  0.25
H14 -3.701 -1.289 3.899  0.47
H15 -6.378 0.545 -0.222  0.29
H16 -6.087 1.362 1.311  0.60
H17 -5.614 2.875 -0.492  0.41
H18 -4.462 1.765 -1.236  0.07
H19 -4.112 2.914 1.567  0.24
H20 -3.369 3.616 0.113  0.49
H21 -2.927 0.806 0.791  -0.26
H22 1.380 2.195 0.151  0.55
H23 3.585 2.028 0.181  0.29
H24 5.803 3.002 0.012  0.39
H25 7.856 3.433 -1.030  0.37
H26 9.416 3.074 -0.249  0.23
H27 7.987 3.429 0.752  0.37
H28 7.278 -2.773 0.807  0.36
H29 8.752 -2.770 -0.195  0.23
H30 7.149 -2.777 -0.974  0.36
H31 5.243 -1.888 0.062  0.63
H32 0.522 -3.730 1.456  0.30
H33 1.944 -4.227 0.504  0.34
H34 0.412 -3.831 -0.315  0.30

## Properties
Energy relative to the best compared isomer or geometry (same formula, charge and spin)   41.2 kcal per mole
Multiplicity   1
SMILES   CCCCN(CC)CCCNC(=O)c1cc2c(-c3ccc(OC)c(OC)c3)nn(C)c2s1
Lowest unoccupied orbital energy   0.0176 Ha
Frontier orbital gap   7.96 eV

The following is a DFT calculation (ωB97M-V/def2-TZVPD) of an isolated molecule of C4H5NO.

Last column: Mulliken charge in e.
Element x y z (Å)
N1 -0.133 -1.448 -1.585  -0.54
C1 0.094 -0.396 -0.595  0.39
C2 0.394 -0.547 0.843  -0.52
C3 0.103 0.715 1.432  -0.27
C4 -0.054 1.607 0.383  -0.12
O1 -0.148 0.862 -0.897  -0.34
H1 -0.419 -2.382 -1.080  0.26
H2 -0.448 -0.985 -2.482  0.27
H3 0.624 -1.523 1.448  0.25
H4 0.112 1.336 2.390  0.30
H5 -0.125 2.760 0.143  0.31

## Properties
Energy relative to the best compared isomer or geometry (same formula, charge and spin)   58.3 kcal per mole
Multiplicity   1
SMILES   Nc1ccco1
Lowest unoccupied orbital energy   0.0344 Ha
Frontier orbital gap   8.40 eV